1.
DFT (ωB97M-V/def2-TZVPD) results for an isolated molecule of C21H27ClN4O2.

Structure (XYZ):
```
55
C21H27ClN4O2 ωB97M-V/def2-TZVPD
C -8.070 -1.725 1.632
O -7.742 -1.201 0.371
C -6.419 -1.008 0.077
C -5.359 -1.267 0.932
C -4.055 -1.025 0.530
C -3.759 -0.527 -0.738
N -2.457 -0.350 -1.206
C -1.330 -0.774 -0.408
C -0.872 0.315 0.570
N -0.510 1.495 -0.196
C 0.114 2.547 0.593
C 1.183 3.250 -0.256
N 2.064 2.263 -0.842
C 3.147 1.824 -0.122
O 3.628 2.446 0.799
N 3.643 0.634 -0.612
C 4.739 -0.094 -0.174
C 5.586 0.325 0.851
C 6.655 -0.455 1.244
C 6.926 -1.676 0.637
C 8.080 -2.519 1.087
C 6.089 -2.101 -0.385
C 5.018 -1.323 -0.778
Cl 3.992 -1.900 -2.064
C -1.654 1.960 -0.959
C -2.117 0.860 -1.923
C -4.841 -0.287 -1.596
C -6.137 -0.513 -1.196
H -9.156 -1.809 1.644
H -7.630 -2.717 1.784
H -7.751 -1.059 2.442
H -5.525 -1.654 1.925
H -3.270 -1.234 1.239
H -1.569 -1.697 0.117
H -0.506 -0.981 -1.101
H 0.007 -0.031 1.119
H -1.677 0.531 1.293
H -0.617 3.277 0.971
H 0.614 2.090 1.450
H 0.729 3.828 -1.063
H 1.787 3.909 0.369
H 1.553 1.575 -1.379
H 3.160 0.209 -1.393
H 5.385 1.269 1.328
H 7.295 -0.106 2.041
H 8.296 -3.302 0.366
H 8.971 -1.908 1.221
H 7.850 -2.987 2.044
H 6.269 -3.044 -0.880
H -1.362 2.845 -1.529
H -2.496 2.234 -0.297
H -2.970 1.220 -2.494
H -1.303 0.625 -2.617
H -4.664 0.063 -2.601
H -6.961 -0.323 -1.867
```

- Highest occupied orbital energy: -0.27154 hartree
- Energy above the lowest of the compared OMol25 structures with the same formula, charge and spin: 1.1155 eV
- HOMO-LUMO gap: 0.2929 Ha
- Energy: -1646.14003 Eh

Need the natural (NBO) charges? In units of e they are: number 1, C, carries -0.250; number 2, O, carries -0.497; number 3, C, carries 0.269; number 4, C, carries -0.277; number 5, C, carries -0.286; number 6, C, carries 0.226; number 7, N, carries -0.456; number 8, C, carries -0.220; number 9, C, carries -0.235; number 10, N, carries -0.473; number 11, C, carries -0.228; number 12, C, carries -0.227; number 13, N, carries -0.630; number 14, C, carries 0.790; number 15, O, carries -0.653; number 16, N, carries -0.644; number 17, C, carries 0.205; number 18, C, carries -0.242; number 19, C, carries -0.197; number 20, C, carries -0.029; number 21, C, carries -0.623; number 22, C, carries -0.226; number 23, C, carries -0.075; number 24, Cl, carries -0.021; number 25, C, carries -0.240; number 26, C, carries -0.212; number 27, C, carries -0.259; number 28, C, carries -0.222; number 29, H, carries 0.199; number 30, H, carries 0.173; number 31, H, carries 0.173; number 32, H, carries 0.216; number 33, H, carries 0.209; number 34, H, carries 0.213; number 35, H, carries 0.199; number 36, H, carries 0.207; number 37, H, carries 0.170; number 38, H, carries 0.182; number 39, H, carries 0.207; number 40, H, carries 0.192; number 41, H, carries 0.239; number 42, H, carries 0.394; number 43, H, carries 0.404; number 44, H, carries 0.259; number 45, H, carries 0.212; number 46, H, carries 0.214; number 47, H, carries 0.219; number 48, H, carries 0.219; number 49, H, carries 0.222; number 50, H, carries 0.202; number 51, H, carries 0.172; number 52, H, carries 0.211; number 53, H, carries 0.193; number 54, H, carries 0.211; number 55, H, carries 0.221

2.
DFT (ωB97M-V/def2-TZVPD) results for a structure of composition C33H43N5PSc.

Structure (XYZ):
```
83
C33H43N5PSc ωB97M-V/def2-TZVPD
Sc 0.460 -0.441 0.453
N 0.722 -1.635 -2.684
P -0.724 -1.767 -1.757
C -1.194 -3.483 -1.986
C -1.040 -4.365 -0.918
C -1.348 -5.707 -1.076
C -1.812 -6.168 -2.300
C -1.975 -5.293 -3.367
C -1.671 -3.952 -3.213
C -1.935 -0.807 -2.708
C -1.565 0.055 -3.737
C -2.518 0.865 -4.341
C -3.839 0.819 -3.920
C -4.214 -0.044 -2.896
C -3.267 -0.851 -2.288
C 1.846 -0.895 -2.382
C 3.005 -1.042 -3.162
C 4.132 -0.336 -2.817
C 4.108 0.524 -1.714
C 2.930 0.638 -1.027
N 1.809 -0.051 -1.341
H 0.828 -2.259 -3.472
H -0.684 -4.003 0.039
H -1.234 -6.390 -0.245
H -2.056 -7.215 -2.423
H -2.345 -5.657 -4.316
H -1.821 -3.269 -4.041
H -0.537 0.088 -4.076
H -2.233 1.517 -5.157
H -4.584 1.439 -4.403
H -5.249 -0.098 -2.584
H -3.569 -1.533 -1.500
H 3.009 -1.716 -4.007
H 5.037 -0.454 -3.399
H 4.979 1.086 -1.414
H 2.847 1.292 -0.163
N -1.620 4.108 0.196
C -0.730 3.859 -0.987
C -0.065 2.501 -0.828
N -0.995 1.393 -0.576
C -1.991 1.710 0.460
C -2.683 3.046 0.270
H -2.040 5.036 0.134
H -1.055 4.087 1.055
H 0.008 4.659 -1.032
H -1.370 3.912 -1.868
H 0.643 2.532 0.001
H 0.501 2.286 -1.734
H -1.473 1.155 -1.444
H -1.463 1.686 1.418
H -2.742 0.919 0.478
H -3.332 3.277 1.113
H -3.254 3.116 -0.657
C 2.360 -2.355 1.109
C 1.718 -1.995 2.465
C 0.225 -2.344 2.482
C 2.086 -0.643 3.075
C 3.191 -0.648 3.922
C 3.530 0.468 4.664
C 2.701 1.582 4.615
C 1.590 1.636 3.785
C 0.655 2.832 3.906
C 0.608 3.699 2.645
C -0.750 2.419 4.348
C 1.322 0.542 2.919
N 0.353 0.634 1.919
H 2.378 -3.435 0.959
H 3.370 -1.958 1.020
H 1.819 -2.009 0.203
H 2.159 -2.717 3.154
H -0.413 -1.874 1.700
H -0.244 -2.038 3.414
H 0.088 -3.415 2.329
H 3.778 -1.554 4.020
H 4.389 0.451 5.321
H 2.907 2.423 5.266
H 1.070 3.455 4.702
H 0.341 3.064 1.801
H 1.569 4.167 2.429
H -0.126 4.504 2.771
H -1.219 1.771 3.607
H -1.377 3.299 4.507
H -0.714 1.865 5.286
```

- Charge: +2
- Highest occupied orbital energy: -0.42743 hartree
- HOMO-LUMO gap: 0.2469 Ha
- Energy: -2658.69992 Eh

Need the natural (NBO) charges? In units of e they are: number 1, Sc, carries 1.610; number 2, N, carries -0.885; number 3, P, carries 1.000; number 4, C, carries -0.329; number 5, C, carries -0.199; number 6, C, carries -0.190; number 7, C, carries -0.159; number 8, C, carries -0.194; number 9, C, carries -0.205; number 10, C, carries -0.407; number 11, C, carries -0.172; number 12, C, carries -0.221; number 13, C, carries -0.191; number 14, C, carries -0.195; number 15, C, carries -0.210; number 16, C, carries 0.416; number 17, C, carries -0.274; number 18, C, carries -0.092; number 19, C, carries -0.270; number 20, C, carries 0.062; number 21, N, carries -0.644; number 22, H, carries 0.427; number 23, H, carries 0.208; number 24, H, carries 0.234; number 25, H, carries 0.239; number 26, H, carries 0.238; number 27, H, carries 0.222; number 28, H, carries 0.218; number 29, H, carries 0.235; number 30, H, carries 0.238; number 31, H, carries 0.238; number 32, H, carries 0.231; number 33, H, carries 0.240; number 34, H, carries 0.249; number 35, H, carries 0.254; number 36, H, carries 0.224; number 37, N, carries -0.517; number 38, C, carries -0.239; number 39, C, carries -0.257; number 40, N, carries -0.668; number 41, C, carries -0.283; number 42, C, carries -0.238; number 43, H, carries 0.443; number 44, H, carries 0.465; number 45, H, carries 0.247; number 46, H, carries 0.226; number 47, H, carries 0.240; number 48, H, carries 0.244; number 49, H, carries 0.403; number 50, H, carries 0.284; number 51, H, carries 0.241; number 52, H, carries 0.249; number 53, H, carries 0.222; number 54, C, carries -0.578; number 55, C, carries -0.291; number 56, C, carries -0.550; number 57, C, carries -0.053; number 58, C, carries -0.199; number 59, C, carries -0.231; number 60, C, carries -0.203; number 61, C, carries 0.026; number 62, C, carries -0.248; number 63, C, carries -0.619; number 64, C, carries -0.605; number 65, C, carries 0.087; number 66, N, carries -1.157; number 67, H, carries 0.249; number 68, H, carries 0.252; number 69, H, carries 0.118; number 70, H, carries 0.259; number 71, H, carries 0.117; number 72, H, carries 0.264; number 73, H, carries 0.231; number 74, H, carries 0.211; number 75, H, carries 0.230; number 76, H, carries 0.218; number 77, H, carries 0.218; number 78, H, carries 0.188; number 79, H, carries 0.232; number 80, H, carries 0.188; number 81, H, carries 0.203; number 82, H, carries 0.204; number 83, H, carries 0.233

3.
DFT (ωB97M-V/def2-TZVPD) results for the ion C5H15N2 with charge +1.

Structure (XYZ):
```
22
C5H15N2 ωB97M-V/def2-TZVPD
C 1.913 0.704 -1.899
C 1.336 1.007 -0.499
N 0.013 0.338 -0.608
N -0.682 -0.239 0.547
C -0.579 0.651 1.664
C -0.031 -1.608 0.715
C -2.111 -0.628 0.248
H 1.425 1.217 -2.640
H 3.032 0.871 -2.016
H 1.594 -0.278 -2.178
H 1.810 0.473 0.264
H 1.249 2.044 -0.362
H -0.606 0.882 -1.332
H -1.464 1.166 1.735
H -0.445 0.016 2.613
H 0.277 1.301 1.461
H -0.305 -2.006 1.675
H -0.270 -2.176 -0.189
H 1.042 -1.477 0.603
H -2.036 -1.034 -0.882
H -2.441 -1.455 0.823
H -2.719 0.232 0.258
```

- Charge: +1
- Highest occupied orbital energy: -0.51604 hartree
- Energy above the lowest of the compared OMol25 structures with the same formula, charge and spin: 3.4178 eV
- HOMO-LUMO gap: 0.4158 Ha
- Energy: -308.66707 Eh

Need the natural (NBO) charges? In units of e they are: number 1, C, carries -0.611; number 2, C, carries -0.235; number 3, N, carries -0.506; number 4, N, carries -0.064; number 5, C, carries -0.413; number 6, C, carries -0.396; number 7, C, carries -0.402; number 8, H, carries 0.215; number 9, H, carries 0.245; number 10, H, carries 0.225; number 11, H, carries 0.201; number 12, H, carries 0.206; number 13, H, carries 0.408; number 14, H, carries 0.226; number 15, H, carries 0.234; number 16, H, carries 0.241; number 17, H, carries 0.229; number 18, H, carries 0.245; number 19, H, carries 0.231; number 20, H, carries 0.243; number 21, H, carries 0.248; number 22, H, carries 0.229

4.
DFT (ωB97M-V/def2-TZVPD) results for an isolated molecule of C2ClN3OS.

Structure (XYZ):
```
8
C2ClN3OS ωB97M-V/def2-TZVPD
S 0.521 -2.456 1.235
C 0.161 -1.119 0.383
N -0.071 -1.196 -1.010
N -0.324 -0.136 -1.686
N -0.332 1.094 -1.065
C -0.067 1.112 0.162
Cl -0.059 2.604 1.017
O 0.171 0.096 0.963
```

- Highest occupied orbital energy: -0.36107 hartree
- Energy above the lowest of the compared OMol25 structures with the same formula, charge and spin: 0.0000 eV
- HOMO-LUMO gap: 0.2924 Ha
- Energy: -1173.99638 Eh

Need the natural (NBO) charges? In units of e they are: number 1, S, carries 0.071; number 2, C, carries 0.221; number 3, N, carries -0.202; number 4, N, carries 0.080; number 5, N, carries -0.359; number 6, C, carries 0.533; number 7, Cl, carries 0.088; number 8, O, carries -0.432